{"formula": "C22H36N6O3PdS", "method": "ωB97M-V with the def2-TZVPD basis set", "lumo_energy_ev": [0.6, -0.4], "e_homo_ha": [-0.249, -0.243], "homo_lumo_gap_ha": [0.270, 0.228], "spin_multiplicity": 3, "total_charge": 0, "s_squared": 2.0047, "elements": ["Pd", "C", "N", "C", "C", "C", "C", "C", "C", "C", "N", "C", "C", "C", "C", "C", "C", "N", "C", "C", "H", "H", "H", "H", "H", "H", "H", "H", "H", "H", "H", "H", "H", "H", "H", "H", "H", "H", "H", "H", "C", "S", "O", "O", "O", "H", "H", "H", "C", "N", "C", "C", "N", "N", "C", "C", "H", "H", "H", "H", "H", "H", "H", "H", "H", "H", "H", "H", "H"], "xyz": [[-0.326, -0.139, -0.256], [2.424, -0.790, -1.585], [1.526, 0.369, -1.464], [1.132, 0.792, -2.824], [2.231, 1.442, -0.746], [3.315, 2.071, -1.328], [3.986, 3.093, -0.666], [3.534, 3.474, 0.589], [2.461, 2.848, 1.196], [1.779, 1.794, 0.554], [0.726, 1.118, 1.076], [0.065, 1.459, 2.242], [0.677, 1.488, 3.496], [-0.068, 1.697, 4.650], [-1.441, 1.866, 4.569], [-2.070, 1.849, 3.329], [-1.334, 1.654, 2.170], [-1.930, 1.572, 0.871], [-1.675, 2.766, 0.060], [-3.340, 1.219, 0.835], [3.293, -0.532, -2.200], [2.777, -1.065, -0.594], [1.883, -1.613, -2.060], [2.022, 0.936, -3.444], [0.506, 0.024, -3.266], [0.577, 1.725, -2.764], [3.638, 1.768, -2.315], [4.828, 3.587, -1.129], [4.027, 4.282, 1.116], [2.134, 3.175, 2.172], [1.743, 1.310, 3.551], [0.427, 1.706, 5.612], [-2.028, 2.009, 5.467], [-3.142, 1.974, 3.267], [-2.287, 3.611, 0.404], [-0.624, 3.040, 0.129], [-1.922, 2.547, -0.980], [-3.989, 2.029, 1.199], [-3.604, 0.996, -0.198], [-3.520, 0.324, 1.430], [-3.231, -1.565, -3.442], [-2.048, -1.172, -2.192], [-2.595, -1.585, -0.908], [-0.807, -1.864, -2.528], [-1.872, 0.294, -2.216], [-3.269, -2.645, -3.555], [-2.920, -1.103, -4.375], [-4.203, -1.184, -3.142], [-0.352, -2.875, 3.908], [-0.654, -2.708, 2.497], [-1.830, -1.903, 2.228], [0.331, -2.789, 1.561], [0.449, -1.937, 0.590], [1.204, -3.851, 1.710], [2.436, -3.857, 0.954], [0.678, -5.177, 1.998], [-0.350, -1.899, 4.404], [0.624, -3.332, 4.038], [-1.106, -3.503, 4.387], [-2.661, -2.308, 2.810], [-2.090, -1.965, 1.172], [-1.683, -0.863, 2.525], [1.010, -2.337, -0.150], [2.903, -2.874, 0.985], [2.288, -4.150, -0.095], [3.124, -4.570, 1.409], [-0.347, -5.105, 2.344], [1.277, -5.672, 2.766], [0.694, -5.795, 1.093]]}